Density functional theory data (the ωB97M-V functional and the def2-TZVPD basis) for 5 unconnected molecules or ions with the total composition C20H12BCl16F4IO4 at a distorted geometry.

```
58
Properties=species:S:1:pos:R:3:lowdin_charge:R:1
Cl 9.3853 0.4435 4.4731 0.53
C 1.5004 -0.1613 -2.5594 -0.31
Cl 7.8027 1.2745 6.7393 0.52
C -0.2596 -1.1980 -0.9759 0.01
H -2.9693 3.0621 -3.0390 0.07
H 2.4706 -0.5394 -4.4862 0.13
Cl 3.7187 1.5432 4.5151 0.48
Cl 2.3614 0.4650 10.7728 0.52
C 1.6094 -0.0682 -4.0364 0.04
Cl 2.2161 3.1610 9.7531 0.51
C 2.2459 1.4499 9.3103 -2.06
Cl -3.5728 -4.6460 -6.8600 0.52
C -0.8900 0.3071 -2.7898 -0.04
C -2.6024 -0.6595 -1.4035 -0.16
C 0.6642 0.5561 -4.7246 0.04
C -3.2794 -2.9109 -7.0241 -2.06
I -2.0906 0.5652 2.0966 0.86
F 1.2683 0.2709 0.6841 0.06
H -4.6999 -0.5336 -1.9487 0.08
C 2.4470 2.7494 4.2839 -2.04
Cl 3.6417 1.1362 8.2769 0.50
Cl -2.6309 -2.2723 -5.5165 0.56
O -0.8452 2.2687 -4.1380 0.15
H -4.3359 -0.2315 -0.2150 0.08
H 2.7341 -1.0489 0.4421 0.16
H -3.1619 -2.2309 0.6166 0.11
H -3.9617 2.3424 -1.7899 0.07
Cl 0.9877 1.9550 3.6937 0.49
C -0.4252 1.1633 -3.9216 -0.32
C -2.0852 -2.1502 0.5506 -0.13
C -1.7042 -1.5798 1.9056 -0.78
C -4.0736 -0.7977 -1.1054 -0.02
Cl -2.1258 -2.6311 -8.3330 0.52
F 1.7171 -2.4861 -1.1293 0.12
Cl 7.5670 2.6710 4.2269 0.52
C 0.0880 -0.3788 -2.0686 0.00
O -3.9016 0.2802 -4.4008 0.10
C 7.8260 1.0967 4.9819 -2.06
Cl 2.9869 3.9489 3.1033 0.53
O -1.3212 -2.1981 2.8129 0.07
C -3.7873 2.3712 -2.8670 0.02
F 0.3880 -2.9698 0.4794 0.10
C -1.6202 -1.3155 -0.6333 -0.13
Cl -4.8016 -2.0930 -7.4011 0.52
H 0.6723 0.6481 -5.7983 0.13
Cl 6.5365 -0.0061 4.4904 0.50
O 2.4583 -0.0198 -1.8525 0.14
Cl 0.7629 1.0418 8.4427 0.52
H -4.6864 2.7040 -3.3820 0.07
H -1.6844 -3.1510 0.4874 0.13
B -3.3544 0.9296 -3.3207 -0.49
H -4.3069 -1.8339 -0.8816 0.08
H -4.8610 0.3732 -4.3769 0.11
C 0.8591 -1.9254 -0.2453 -0.38
Cl 2.1082 3.5502 5.8227 0.51
C 1.6882 -1.0064 0.7353 -0.29
C -2.2376 0.1671 -2.4712 0.01
F 1.5641 -1.4525 1.9986 0.09
```

Computed properties:
HOMO-LUMO gap: 8.54 eV
HOMO: -9.55 eV